Entry 1:
A cluster of 3 separate species, C22H52N9O5 in total at a distorted geometry. Source: the OMol25 dataset; level of theory: wB97M-V/def2-TZVPD.

Each line ends with the Löwdin charge.
Atoms and positions in Å:
C1 0.366 -3.130 3.104  -0.084
C2 -0.466 -2.412 1.922  -0.271
O1 -0.463 -3.173 0.701  -0.215
C3 -1.013 -2.375 -0.397  -0.167
C4 -0.723 -3.151 -1.762  -0.160
O2 -0.447 -2.285 -2.886  -0.187
C5 0.911 -2.505 -3.381  -0.133
C6 1.879 -1.770 -2.309  -0.162
O3 3.172 -1.444 -2.870  -0.144
C7 4.249 -1.680 -1.960  -0.111
C8 5.205 -0.423 -1.745  -0.059
N1 6.468 -0.110 -2.366  0.161
C9 6.900 1.118 -1.789  -0.284
N2 7.982 1.877 -2.014  0.171
N3 5.959 1.606 -0.795  0.145
N4 4.982 0.652 -0.844  -0.088
C10 3.849 0.947 0.087  -0.101
C11 3.065 2.217 -0.506  -0.147
C12 2.134 1.667 -1.718  -0.172
C13 1.587 2.835 -2.653  -0.221
N5 0.241 3.343 -2.279  -0.013
C14 -0.789 2.291 -2.343  -0.455
N6 -0.946 1.455 -3.336  0.144
N7 -1.671 2.194 -1.145  0.064
H1 0.829 -2.340 3.798  0.078
H2 -0.315 -3.753 3.784  0.079
H3 1.216 -3.777 2.719  0.077
H4 0.012 -1.371 1.803  0.113
H5 -1.521 -2.251 2.353  0.125
H6 -2.142 -2.297 -0.188  0.130
H7 -0.562 -1.331 -0.336  0.111
H8 -1.674 -3.735 -2.018  0.139
H9 0.164 -3.839 -1.574  0.129
H10 1.129 -3.616 -3.479  0.135
H11 0.935 -1.982 -4.400  0.147
H12 1.905 -2.453 -1.401  0.127
H13 1.319 -0.811 -2.019  0.104
H14 4.906 -2.499 -2.427  0.157
H15 3.946 -2.041 -0.928  0.136
H16 8.795 1.621 -2.577  0.141
H17 7.984 2.816 -1.588  0.135
H18 5.977 2.458 -0.230  0.185
H19 4.184 1.102 1.171  0.140
H20 3.206 -0.004 0.103  0.135
H21 2.426 2.744 0.283  0.121
H22 3.740 3.004 -0.969  0.103
H23 2.791 0.993 -2.378  0.108
H24 1.326 1.043 -1.218  0.095
H25 1.633 2.488 -3.740  0.117
H26 2.311 3.725 -2.586  0.124
H27 -0.018 4.039 -3.004  0.129
H28 -1.722 0.839 -3.055  0.051
H29 -1.244 1.529 -0.477  0.074
H30 -2.605 1.880 -1.425  0.075
C15 -0.110 6.782 2.314  -0.075
C16 -0.837 5.801 1.398  -0.427
C17 -2.100 5.185 2.033  -0.200
O4 -1.837 4.160 2.987  -0.198
C18 -1.510 4.634 4.284  -0.108
N8 0.107 4.765 0.963  0.034
H31 0.462 6.280 3.096  0.061
H32 0.599 7.383 1.739  0.075
H33 -0.814 7.468 2.792  0.080
H34 -1.159 6.363 0.515  0.136
H35 -2.674 4.702 1.237  0.118
H36 -2.752 5.955 2.462  0.120
H37 -2.054 5.548 4.538  0.092
H38 -0.433 4.794 4.367  0.072
H39 -1.783 3.858 5.002  0.087
H40 -0.356 4.170 0.276  0.032
H41 0.260 4.143 1.757  0.062
C19 -4.783 -6.303 1.705  -0.070
C20 -4.028 -4.977 1.663  -0.424
C21 -4.951 -3.745 1.569  -0.203
O5 -5.498 -3.520 0.274  -0.197
C22 -6.643 -4.302 -0.026  -0.103
N9 -3.062 -5.014 0.559  0.060
H42 -5.167 -6.598 0.727  0.065
H43 -4.121 -7.105 2.041  0.078
H44 -5.624 -6.254 2.402  0.080
H45 -3.471 -4.894 2.603  0.133
H46 -4.349 -2.858 1.790  0.111
H47 -5.745 -3.778 2.324  0.120
H48 -7.268 -4.473 0.854  0.092
H49 -6.344 -5.252 -0.472  0.075
H50 -7.232 -3.762 -0.770  0.089
H51 -2.495 -4.169 0.594  0.025
H52 -3.591 -4.913 -0.308  0.073

## Properties
Orbital gap = 7.3 eV
Net charge = +1
2S+1 = 1

***

Entry 2:
A cluster of 6 separate species, C22H53BrNO5 in total at a distorted geometry. Source: the OMol25 dataset; level of theory: wB97M-V/def2-TZVPD.

Each line ends with the Löwdin charge.
Atoms and positions in Å:
C1 -2.140 -3.077 1.966  -0.135
C2 -2.429 -1.746 2.632  -0.718
Br1 -4.321 -1.344 2.427  0.751
C3 -1.596 -0.546 2.141  -0.148
N1 -0.436 -0.935 1.348  -0.051
C4 -0.410 -1.148 0.094  0.026
C5 0.905 -1.610 -0.393  -0.081
C6 1.622 -1.961 0.946  -0.111
C7 0.878 -1.110 1.953  -0.099
H1 -2.864 -3.797 2.322  0.078
H2 -1.130 -3.423 2.161  0.085
H3 -2.276 -3.016 0.890  0.075
H4 -2.245 -1.864 3.689  0.083
H5 -2.184 0.166 1.578  0.112
H6 -1.224 -0.010 3.006  0.132
H7 -1.330 -1.003 -0.453  0.162
H8 1.446 -0.884 -0.982  0.137
H9 0.716 -2.556 -0.888  0.121
H10 1.501 -3.000 1.243  0.116
H11 2.691 -1.805 0.906  0.115
H12 1.349 -0.123 1.999  0.129
H13 0.890 -1.432 2.986  0.146
C8 3.296 2.926 3.008  -0.060
C9 4.304 1.864 2.596  -0.492
C10 5.582 2.482 2.054  -0.057
O1 3.727 0.986 1.618  -0.077
H14 3.015 3.540 2.148  0.083
H15 2.386 2.464 3.396  0.072
H16 3.705 3.581 3.777  0.085
H17 4.539 1.233 3.453  0.138
H18 5.369 3.082 1.166  0.084
H19 6.291 1.706 1.765  0.082
H20 6.054 3.124 2.797  0.085
H21 3.517 1.519 0.841  0.086
C11 3.694 -4.069 -2.036  -0.054
C12 3.973 -4.715 -0.690  -0.505
C13 5.152 -5.672 -0.754  -0.056
O2 2.803 -5.392 -0.221  -0.065
H22 3.443 -4.822 -2.786  0.087
H23 2.835 -3.398 -1.958  0.058
H24 4.552 -3.501 -2.396  0.086
H25 4.179 -3.937 0.048  0.127
H26 4.945 -6.483 -1.457  0.085
H27 5.333 -6.122 0.221  0.082
H28 6.060 -5.162 -1.077  0.084
H29 2.596 -6.092 -0.851  0.089
C14 -4.072 0.932 7.578  -0.057
C15 -3.428 1.591 6.369  -0.492
C16 -4.466 2.040 5.353  -0.062
O3 -2.501 0.687 5.753  -0.076
H30 -4.632 0.043 7.275  0.083
H31 -3.312 0.615 8.291  0.081
H32 -4.758 1.614 8.081  0.084
H33 -2.838 2.448 6.693  0.138
H34 -5.029 1.179 4.981  0.071
H35 -3.983 2.511 4.495  0.077
H36 -5.170 2.750 5.787  0.084
H37 -3.006 -0.083 5.467  0.064
C17 -1.098 0.526 -3.640  -0.058
C18 -0.431 -0.619 -4.384  -0.485
C19 -1.308 -1.138 -5.511  -0.053
O4 -0.111 -1.684 -3.476  -0.074
H38 -2.038 0.191 -3.186  0.080
H39 -0.454 0.888 -2.834  0.072
H40 -1.314 1.360 -4.308  0.062
H41 0.523 -0.283 -4.790  0.141
H42 -2.253 -1.521 -5.115  0.083
H43 -0.815 -1.957 -6.034  0.083
H44 -1.532 -0.349 -6.229  0.084
H45 -0.944 -2.007 -3.113  0.078
C20 -3.487 4.208 -6.444  -0.062
C21 -2.449 4.474 -5.365  -0.499
C22 -1.945 5.907 -5.415  -0.062
O5 -1.356 3.559 -5.492  -0.072
H46 -3.053 4.359 -7.436  0.083
H47 -3.839 3.177 -6.393  0.077
H48 -4.345 4.873 -6.341  0.082
H49 -2.885 4.275 -4.385  0.135
H50 -1.465 6.109 -6.376  0.083
H51 -1.203 6.081 -4.635  0.079
H52 -2.761 6.618 -5.284  0.082
H53 -0.946 3.709 -6.353  0.090

## Properties
Orbital gap = 8.6 eV
Net charge = +1
ΔE to the lowest compared entry with this formula, charge and spin = 0.0 kJ/mol
2S+1 = 1